A single C5H10O molecule, computed with ωB97M-V/def2-TZVPD.

lowest unoccupied orbital energy: 1.1 eV
E: -271.7041 hartree
energy relative to the best compared isomer or geometry (same formula, charge and spin): 127.3 kJ/mol
structure (SMILES): CC[C@H]1O[C@H]1C

XYZ file:
```
16
Properties=species:S:1:pos:R:3:forces:R:3
O -0.72059 -1.84499 -0.15235 -0.184 -0.230 -0.295
C -0.50309 1.78244 0.73561 0.074 0.106 0.072
C -1.12270 0.47149 0.28769 -0.042 0.043 -0.017
C 1.29659 -0.68752 -1.27919 -0.167 -0.145 -0.067
C -0.38546 -0.77091 0.71383 -0.136 0.130 0.120
C 0.64637 -1.40650 -0.10956 0.055 -0.039 -0.194
H -0.37551 -0.96681 1.79140 -0.174 -0.169 -0.239
H -0.36699 1.80181 1.82187 0.002 0.057 -0.109
H 0.47647 1.93200 0.26801 -0.120 0.004 0.094
H 1.16680 -2.24810 0.33525 0.756 0.490 0.174
H -1.14512 2.62311 0.45772 0.120 -0.053 0.069
H 0.56255 -0.07250 -1.80572 0.093 -0.128 0.034
H -1.22629 0.43033 -0.80157 0.011 0.104 0.197
H 2.10568 -0.01429 -0.95371 -0.265 -0.319 0.137
H 1.72948 -1.38921 -1.99614 -0.096 0.005 0.056
H -2.13819 0.35963 0.68687 0.073 0.143 -0.033
```
Forces are in eV/Å.